{"formula": "C18H17N3O", "method": "ωB97M-V/def2-TZVPD", "de_lowest_kcal_mol": 93.5, "energy_ev": -25456.771, "species": ["C", "N", "C", "C", "C", "C", "N", "N", "C", "C", "C", "C", "C", "C", "C", "C", "C", "C", "C", "C", "C", "O", "H", "H", "H", "H", "H", "H", "H", "H", "H", "H", "H", "H", "H", "H", "H", "H", "H"], "positions_angstrom": [[-1.101, -4.297, -1.251], [-0.884, -3.155, -0.342], [-0.535, -1.823, -0.819], [0.034, -0.848, 0.020], [0.199, 0.573, -0.642], [1.087, 1.706, -0.272], [0.943, 2.855, -0.938], [0.138, 2.401, -1.921], [-0.352, 1.126, -1.760], [-1.239, 0.777, -2.877], [-0.982, 1.945, -3.863], [-0.332, 3.134, -3.070], [0.157, -1.173, 1.388], [0.668, -0.106, 2.403], [-0.176, 0.985, 2.702], [0.412, 1.970, 3.441], [1.709, 1.827, 3.938], [2.385, 0.711, 3.732], [1.864, -0.278, 3.013], [-0.237, -2.337, 1.972], [-0.923, -3.342, 1.048], [-1.400, -4.301, 1.617], [-0.224, -4.886, -1.459], [-1.441, -4.035, -2.234], [-1.895, -5.027, -0.852], [-0.654, -1.683, -1.816], [1.791, 1.510, 0.575], [-2.294, 0.712, -2.684], [-0.919, -0.225, -3.277], [-0.286, 1.579, -4.603], [-1.842, 2.286, -4.388], [0.327, 3.633, -3.748], [-1.013, 3.979, -2.867], [-1.088, 1.096, 2.183], [-0.088, 3.020, 3.575], [2.332, 2.606, 4.422], [3.443, 0.647, 3.939], [2.566, -1.093, 2.636], [-0.149, -2.470, 3.076]]}

{"formula": "C18H17N3O5", "method": "ωB97M-V/def2-TZVPD", "de_lowest_kcal_mol": 99.7, "energy_ev": -33646.578, "species": ["O", "C", "C", "C", "C", "C", "C", "C", "C", "N", "O", "O", "C", "N", "C", "C", "N", "C", "O", "C", "C", "C", "C", "O", "C", "C", "H", "H", "H", "H", "H", "H", "H", "H", "H", "H", "H", "H", "H", "H", "H", "H", "H"], "positions_angstrom": [[1.331, -1.953, 0.345], [0.429, -1.156, 0.139], [-0.523, -1.353, -0.978], [-0.583, -2.549, -1.573], [-1.419, -2.932, -2.696], [-2.257, -2.037, -3.371], [-3.036, -2.448, -4.438], [-3.003, -3.763, -4.864], [-2.173, -4.657, -4.199], [-2.127, -6.035, -4.633], [-1.404, -6.793, -4.025], [-2.818, -6.348, -5.579], [-1.387, -4.258, -3.130], [0.271, -0.063, 0.932], [1.275, 0.225, 1.936], [1.975, 1.551, 1.605], [0.993, 2.605, 1.495], [0.761, 3.628, 2.361], [-0.259, 4.298, 2.286], [1.760, 3.979, 3.384], [1.560, 4.878, 4.404], [2.778, 4.960, 5.110], [3.635, 4.116, 4.471], [3.035, 3.519, 3.432], [-0.023, 2.310, 0.505], [-0.717, 0.986, 0.849], [-1.116, -0.520, -1.316], [0.058, -3.326, -1.175], [-2.299, -1.005, -3.060], [-3.673, -1.738, -4.943], [-3.600, -4.108, -5.694], [-0.754, -4.984, -2.642], [0.796, 0.295, 2.918], [1.993, -0.597, 1.937], [2.488, 1.453, 0.641], [2.710, 1.780, 2.369], [0.648, 5.401, 4.602], [2.987, 5.563, 5.969], [4.661, 3.863, 4.651], [-0.741, 3.131, 0.507], [0.456, 2.234, -0.478], [-1.488, 0.759, 0.117], [-1.200, 1.087, 1.829]]}

{"formula": "C18H17N3O6Pt", "method": "ωB97M-V/def2-TZVPD", "de_lowest_kcal_mol": 0.0, "multiplicity": 5, "total_charge": 2, "energy_ev": -38923.960, "species": ["Pt", "C", "C", "N", "N", "C", "O", "C", "C", "C", "C", "C", "C", "C", "C", "C", "C", "C", "N", "H", "H", "H", "H", "H", "H", "H", "H", "H", "H", "H", "H", "O", "C", "O", "C", "O", "C", "C", "O", "O", "H", "H", "H", "H", "H"], "positions_angstrom": [[-0.148, -0.063, 0.531], [0.486, -0.741, 4.719], [0.232, -0.151, 3.387], [0.248, -0.940, 2.228], [0.290, -2.240, 2.264], [0.097, -2.797, 1.054], [-0.245, -2.048, 0.049], [0.333, -4.209, 0.917], [0.589, -4.990, 2.064], [0.856, -6.334, 1.935], [0.912, -6.905, 0.664], [0.620, -6.147, -0.473], [0.341, -4.805, -0.359], [-0.040, 1.188, 3.106], [0.037, 2.253, 4.032], [-0.201, 3.538, 3.617], [-0.553, 3.790, 2.282], [-0.663, 2.723, 1.415], [-0.404, 1.471, 1.796], [0.655, -1.810, 4.642], [-0.355, -0.562, 5.391], [1.365, -0.283, 5.181], [0.566, -4.528, 3.039], [1.057, -6.940, 2.806], [1.209, -7.940, 0.554], [0.617, -6.619, -1.445], [0.107, -4.209, -1.229], [0.290, 2.032, 5.059], [-0.126, 4.361, 4.313], [-0.740, 4.792, 1.930], [-0.962, 2.865, 0.385], [-0.715, 1.533, -3.451], [-0.244, 0.804, -2.491], [-0.699, 0.876, -1.341], [0.856, -0.112, -3.015], [1.515, -0.839, -2.014], [2.866, -0.815, -2.021], [3.015, 1.598, 0.183], [4.148, 1.701, 0.405], [1.839, 1.733, 0.166], [-1.434, 2.136, -3.197], [0.373, -0.830, -3.686], [1.548, 0.493, -3.607], [3.314, -1.630, -1.471], [3.370, -0.418, -2.893]]}

{"formula": "C18H17N3S", "method": "ωB97M-V/def2-TZVPD", "de_lowest_kcal_mol": 293.2, "energy_ev": -34235.633, "species": ["C", "C", "C", "C", "H", "H", "S", "C", "C", "N", "C", "C", "N", "C", "C", "C", "H", "H", "C", "C", "C", "C", "C", "C", "H", "H", "C", "N", "H", "H", "H", "H", "H", "H", "H", "H", "H", "H", "H"], "positions_angstrom": [[-7.687, 0.365, -1.848], [-6.506, -0.401, -1.451], [-5.254, 0.074, -2.049], [-3.895, -0.532, -1.572], [-3.690, -0.353, -0.662], [-3.846, -1.498, -1.749], [-2.323, 0.392, -2.234], [-1.020, -0.351, -1.278], [0.100, 0.478, -1.208], [1.041, 0.261, -0.417], [2.269, 0.702, 0.000], [3.037, -0.055, 0.807], [2.212, -0.915, 0.946], [1.007, -0.954, 0.517], [-0.018, -1.804, 0.310], [-1.085, -1.328, -0.309], [-1.998, -1.924, -0.524], [-0.055, -2.530, 1.073], [4.137, 0.163, 1.355], [4.697, -0.589, 2.442], [6.024, -0.496, 2.844], [6.779, 0.675, 2.756], [6.229, 1.514, 1.716], [5.017, 1.458, 1.211], [4.713, 1.827, 0.226], [6.793, 2.393, 1.316], [8.023, 0.986, 3.025], [8.983, 0.840, 3.669], [6.368, -1.057, 3.713], [4.042, -1.393, 2.591], [2.510, 1.634, -0.630], [0.175, 1.392, -1.867], [-5.063, 1.216, -1.772], [-5.105, 0.158, -3.192], [-6.398, -1.405, -1.643], [-6.385, -0.439, -0.174], [-8.476, -0.209, -1.566], [-7.788, 0.355, -2.762], [-7.563, 1.353, -1.610]]}

{"formula": "C18H17N5O3S", "method": "ωB97M-V/def2-TZVPD", "de_lowest_kcal_mol": 373.5, "energy_ev": -43354.702, "species": ["C", "C", "C", "C", "C", "C", "C", "C", "H", "H", "H", "H", "N", "C", "O", "C", "H", "H", "S", "C", "N", "N", "N", "N", "C", "C", "C", "C", "C", "C", "H", "O", "C", "O", "H", "H", "H", "H", "H", "H", "H", "H", "H", "H"], "positions_angstrom": [[1.941, -3.788, 3.198], [0.710, -3.193, 2.552], [-0.230, -2.707, 3.311], [-1.356, -1.922, 2.654], [-1.585, -1.798, 1.155], [-0.396, -2.234, 0.463], [0.702, -2.775, 1.105], [1.767, -3.646, 0.086], [1.607, -3.383, -0.962], [2.703, -3.176, 0.486], [2.027, -4.720, 0.279], [-0.334, -2.316, -0.748], [-2.637, -1.029, 0.637], [-2.583, -0.781, -0.553], [-2.203, -1.348, -1.645], [-3.524, 0.600, -0.731], [-4.244, 0.516, -1.654], [-4.243, 0.757, 0.096], [-2.405, 1.731, -0.920], [-1.521, 1.789, 0.642], [-2.209, 1.642, 1.665], [-1.034, 1.569, 2.664], [0.029, 1.355, 2.108], [-0.144, 1.653, 0.834], [0.797, 1.140, -0.356], [1.698, 0.355, 0.124], [2.573, 0.272, -0.845], [2.834, 0.790, -1.995], [1.792, 2.022, -2.229], [0.720, 2.192, -1.283], [0.067, 2.805, -1.570], [1.935, 2.436, -3.566], [3.166, 1.817, -3.940], [3.491, 0.950, -3.087], [2.844, 1.408, -4.952], [4.092, 2.479, -4.092], [3.420, -0.687, -0.764], [1.781, 0.014, 1.179], [-2.945, -0.580, 1.405], [-1.872, -1.389, 3.240], [-0.219, -2.528, 4.459], [2.208, -4.654, 2.822], [2.886, -3.215, 2.816], [1.720, -3.699, 4.162]]}

- Which formula does entry 5 have?
  C18H17N5O3S

- Number 3 is which compound?
  C18H17N3O6Pt

What did the fifth record say?
{"formula": "C18H17N5O3S", "method": "ωB97M-V/def2-TZVPD", "de_lowest_kcal_mol": 373.5, "energy_ev": -43354.702, "species": ["C", "C", "C", "C", "C", "C", "C", "C", "H", "H", "H", "H", "N", "C", "O", "C", "H", "H", "S", "C", "N", "N", "N", "N", "C", "C", "C", "C", "C", "C", "H", "O", "C", "O", "H", "H", "H", "H", "H", "H", "H", "H", "H", "H"], "positions_angstrom": [[1.941, -3.788, 3.198], [0.710, -3.193, 2.552], [-0.230, -2.707, 3.311], [-1.356, -1.922, 2.654], [-1.585, -1.798, 1.155], [-0.396, -2.234, 0.463], [0.702, -2.775, 1.105], [1.767, -3.646, 0.086], [1.607, -3.383, -0.962], [2.703, -3.176, 0.486], [2.027, -4.720, 0.279], [-0.334, -2.316, -0.748], [-2.637, -1.029, 0.637], [-2.583, -0.781, -0.553], [-2.203, -1.348, -1.645], [-3.524, 0.600, -0.731], [-4.244, 0.516, -1.654], [-4.243, 0.757, 0.096], [-2.405, 1.731, -0.920], [-1.521, 1.789, 0.642], [-2.209, 1.642, 1.665], [-1.034, 1.569, 2.664], [0.029, 1.355, 2.108], [-0.144, 1.653, 0.834], [0.797, 1.140, -0.356], [1.698, 0.355, 0.124], [2.573, 0.272, -0.845], [2.834, 0.790, -1.995], [1.792, 2.022, -2.229], [0.720, 2.192, -1.283], [0.067, 2.805, -1.570], [1.935, 2.436, -3.566], [3.166, 1.817, -3.940], [3.491, 0.950, -3.087], [2.844, 1.408, -4.952], [4.092, 2.479, -4.092], [3.420, -0.687, -0.764], [1.781, 0.014, 1.179], [-2.945, -0.580, 1.405], [-1.872, -1.389, 3.240], [-0.219, -2.528, 4.459], [2.208, -4.654, 2.822], [2.886, -3.215, 2.816], [1.720, -3.699, 4.162]]}